# 1
Entry from the Open Molecules 2025 dataset: a single C3H4N4S molecule in a non-equilibrium geometry (the ωB97M-V functional and the def2-TZVPD basis).

Values from the calculation:
Frontier orbital gap (eV): 8.21
Energy above the lowest of the compared OMol25 structures with the same formula, charge and spin (kcal/mol): 72.11
Total energy (hartree): -733.79236
SMILES string: N#C/C=N/NC(N)=S

Each atom is followed by the atoms it is bonded to, with distances in Å.
Atoms and positions in Å:
1 C 1.481 -0.240 0.545  N8 1.320, N9 1.382, S12 1.622
2 C -1.164 0.643 -0.289  C3 1.471, H7 1.235, N10 1.321
3 C -2.445 0.932 -0.951  C2 1.471, N11 1.283
4 H 0.878 -2.021 1.460  N8 1.047
5 H -0.321 -1.417 0.376  N8 1.118
6 H 1.923 0.751 -1.112  N9 1.090
7 H -1.269 0.757 0.936  C2 1.235
8 N 0.614 -1.157 0.931  C1 1.320, H4 1.047, H5 1.118
9 N 1.031 0.387 -0.602  C1 1.382, H6 1.090, N10 1.237
10 N -0.079 0.716 -1.039  C2 1.321, N9 1.237
11 N -3.582 0.691 -1.496  C3 1.283
12 S 2.933 -0.043 1.240  C1 1.622

---

# 2
Entry from the Open Molecules 2025 dataset: a single C3H4N4S molecule in a non-equilibrium geometry (the ωB97M-V functional and the def2-TZVPD basis).

Values from the calculation:
Frontier orbital gap (eV): 8.83
Energy above the lowest of the compared OMol25 structures with the same formula, charge and spin (kcal/mol): 27.17
Total energy (hartree): -733.86398
SMILES string: S=CNc1c[nH]nn1

Each atom is followed by the atoms it is bonded to, with distances in Å.
Atoms and positions in Å:
1 C 2.208 -0.491 0.146  H4 1.214, N8 1.346, S12 1.678
2 C -0.098 0.049 -0.048  C3 1.420, N8 1.406, N11 1.362
3 C -1.245 0.885 -0.011  C2 1.420, H6 1.032, N9 1.330
4 H 1.773 -1.491 0.679  C1 1.214
5 H 1.429 1.453 -0.202  N8 1.041
6 H -1.403 1.892 -0.171  C3 1.032
7 H -3.253 -0.017 0.083  N9 1.016
8 N 1.254 0.438 -0.049  C1 1.346, C2 1.406, H5 1.041
9 N -2.243 0.005 -0.024  C3 1.330, H7 1.016, N10 1.297
10 N -1.808 -1.215 -0.086  N9 1.297, N11 1.350
11 N -0.464 -1.253 -0.207  C2 1.362, N10 1.350
12 S 3.850 -0.256 -0.111  C1 1.678

---

# 3
Entry from the Open Molecules 2025 dataset: a single C3H4N6 molecule in a non-equilibrium geometry (the ωB97M-V functional and the def2-TZVPD basis).

Values from the calculation:
Frontier orbital gap (alpha / beta) (eV): 7.27 / 7.27
Energy above the lowest of the compared OMol25 structures with the same formula, charge and spin (kcal/mol): 136.95
Total energy (hartree): -444.99192

Each atom is followed by the atoms it is bonded to, with distances in Å.
Atoms and positions in Å:
1 C -1.544 -0.240 0.354  C2 1.375, C3 1.394, H10 1.015
2 C -0.296 -0.655 -0.046  C1 1.375, N8 1.382, H11 1.141
3 C -1.643 1.151 0.368  C1 1.394, N4 1.286, H12 1.021
4 N -0.752 1.973 -0.060  C3 1.286, N9 1.271
5 N 3.075 0.115 -0.239  N6 1.254, N7 1.215
6 N 1.895 -0.235 0.004  N5 1.254, N8 1.266
7 N 3.984 0.386 0.521  N5 1.215, H13 1.009
8 N 0.739 0.251 -0.171  C2 1.382, N6 1.266, N9 1.435
9 N 0.454 1.651 -0.300  N4 1.271, N8 1.435
10 H -2.382 -0.813 0.341  C1 1.015
11 H -0.125 -1.742 -0.350  C2 1.141
12 H -2.549 1.492 0.693  C3 1.021
13 H 4.928 0.277 0.184  N7 1.009

---

# 4
Entry from the Open Molecules 2025 dataset: a gas-phase ion, C3H4NO (charge +1) in a non-equilibrium geometry (the ωB97M-V functional and the def2-TZVPD basis).

Values from the calculation:
Frontier orbital gap (alpha / beta) (eV): 7.64 / 7.64
Energy above the lowest of the compared OMol25 structures with the same formula, charge and spin (kcal/mol): 90.80
Net charge: +1
Total energy (hartree): -246.24740

Each atom is followed by the atoms it is bonded to, with distances in Å.
Atoms and positions in Å:
1 C -0.692 -0.229 0.863  C2 1.235, N4 1.261
2 C -1.027 0.137 -0.268  C1 1.235, O5 1.294
3 C 0.019 0.832 -2.123  O5 1.234, H6 1.210, H7 1.076
4 N -0.402 -0.633 2.022  C1 1.261, H8 0.984, H9 1.036
5 O -1.001 0.662 -1.450  C2 1.294, C3 1.234
6 H 1.062 0.489 -1.615  C3 1.210
7 H -0.157 1.115 -3.146  C3 1.076
8 H -1.092 -1.134 2.513  N4 0.984
9 H 0.600 -0.431 2.185  N4 1.036